Record 1
The following is a quantum chemistry calculation of C35H50BN6O5Pb as an isolated structure, from the Open Molecules 2025 dataset.

Each line ends with the Mulliken charge.
Element x y z (Å)
H -6.1300 -1.1434 -0.0551  0.46
H -1.2996 4.9152 -1.8652  0.20
Pb 0.1305 -0.4951 1.1844  2.65
H -1.8387 3.2180 -3.7897  0.20
H 1.9031 1.2715 2.7958  0.17
N -1.3689 1.2923 -1.6607  0.54
O -1.2448 -3.4139 1.7770  -0.56
C -0.3386 5.1746 -1.4166  -1.39
H -4.2499 -2.6251 0.5580  0.49
C 3.1664 0.5461 -2.7610  -1.36
C 2.0808 1.3709 -2.9182  0.52
H 3.7926 -0.2747 1.1348  0.20
H -2.9601 2.0813 -4.5503  0.43
C -3.5343 -2.0084 0.0016  -1.50
C 2.9636 -0.1033 -1.5339  -0.47
H -4.7213 -0.5233 1.9259  0.37
C 3.6547 -1.2176 0.5983  -1.79
H -0.0552 2.8132 -2.5325  -0.30
C 5.3623 -0.5081 -1.0656  -2.07
O -1.6473 -2.1626 5.0730  -0.58
C 0.5025 3.4033 1.7060  -0.64
H 0.6759 -1.8045 -1.3496  0.46
H 0.1135 5.0478 3.8959  0.40
H 1.0713 -4.5892 1.6533  0.33
H -2.5889 -2.0337 0.5447  -0.01
H 1.8400 4.9931 3.4991  0.43
C -0.3943 2.3567 3.7710  -1.36
N 0.1323 2.9316 -0.3482  0.28
H -3.1335 0.2217 1.6751  0.02
C -1.0825 -3.4210 3.1534  -0.70
H 1.9107 -3.4089 0.6574  0.42
H 0.9274 2.1129 -4.5882  0.09
C -0.9547 -4.2038 -3.0928  -0.67
C -1.2556 -4.5036 -0.7134  -0.15
H -1.6985 -5.0460 0.1118  0.36
N 1.2611 1.1916 -1.8537  0.06
H 2.8792 -2.8954 -1.4284  0.20
H -5.8610 0.3974 -0.8892  0.45
H 2.6800 2.2371 -4.7500  0.41
H -2.1387 -5.7607 -2.2086  0.39
H 1.7974 3.3605 -3.7108  0.17
N 1.8193 0.2902 -0.9803  0.88
C 0.0030 4.2797 -0.2651  0.83
H -1.3192 2.9267 3.6461  0.39
H -4.3042 0.6326 -2.8922  0.53
H 2.6332 -1.5417 0.7777  -0.28
C -5.4634 -0.6096 -0.7382  -2.38
C -3.4021 0.7274 -2.3089  -0.86
C -0.4526 -3.3920 -0.4363  -0.47
H 4.6164 -3.1102 -1.1522  0.43
H 4.3094 -1.9701 1.0458  0.52
H 5.4326 0.5079 -0.6691  0.39
O -1.2216 -0.9945 3.2139  -0.20
O 1.5650 -1.5784 2.7786  -0.76
H -4.5944 1.0777 1.1665  0.44
C 1.1682 -3.5152 1.4559  -1.04
H -0.3982 6.2027 -1.0584  0.37
H 1.2409 4.2058 4.9697  0.43
H -0.2322 2.1863 4.8413  0.40
C 3.8622 -2.4363 -1.5723  -1.70
H 0.2106 5.6245 1.4632  0.49
H -5.4773 -1.1352 -1.6972  0.39
C -1.5041 -4.9007 -2.0230  -0.67
H 5.6661 -0.4883 -2.1154  0.33
H -1.2302 1.7443 -4.5298  0.11
B -0.0124 2.0608 -1.6096  -1.71
C 2.0511 2.2419 3.2734  -1.54
N 0.4397 2.3992 0.8570  1.09
N -1.9036 0.5450 -0.6478  0.58
C 0.7952 3.1145 3.1619  2.59
C 0.2393 4.6281 1.0486  -1.28
H -1.1582 -4.5081 -4.1123  0.40
C -4.1271 0.0909 1.2411  -1.52
C 1.7641 -2.8437 2.7047  0.28
H 6.0708 -1.1405 -0.5211  0.46
H 4.0384 -2.3463 -2.6478  0.39
H -3.3725 -2.4649 -0.9792  0.39
C -3.1291 0.2178 -1.0313  -0.78
H 4.0040 0.4500 -3.4353  0.44
C -2.0530 2.1614 -3.9501  -1.42
H 0.2751 -2.5306 -3.6512  0.48
C -2.2675 1.4165 -2.6693  0.42
O 2.3571 -3.5395 3.5285  -0.84
H 2.2993 2.0659 4.3253  0.37
C -4.0577 -0.5753 -0.1376  2.77
H -0.0953 -3.7480 3.4942  0.31
H -0.5271 1.3863 3.2850  0.05
C -1.3257 -2.0626 3.7671  0.41
H -1.8049 -4.1113 3.5868  0.51
C -0.1400 -2.9315 0.9575  0.92
C -0.1523 -3.0995 -2.8334  -1.41
H 2.9027 2.7286 2.7916  0.37
C 0.0815 -2.6980 -1.5259  0.57
C 3.9438 -1.0649 -0.8889  3.14
H -1.6835 -1.2497 5.3987  0.41
H 0.4127 5.1329 -2.2080  0.15
C 1.8489 2.3256 -4.0498  -1.28
C 1.0094 4.4209 3.9225  -2.44

Cartesian forces, eV/Å:
0.0 0.0 0.0
0.0 0.0 0.0
0.3 -0.3 -0.1
0.0 0.0 0.0
0.0 0.1 0.0
0.0 0.0 -0.1
-0.1 -0.3 0.2
0.0 -0.1 0.0
0.0 0.0 0.0
0.1 0.0 0.0
-0.2 0.0 0.0
0.0 -0.1 0.0
0.0 0.0 0.0
0.0 0.1 0.0
0.2 0.0 0.2
0.0 0.0 0.0
0.0 0.1 0.0
0.0 0.0 -0.1
0.1 0.0 0.1
0.1 0.3 -0.4
0.0 0.2 0.2
0.0 -0.1 -0.1
0.0 0.0 0.0
0.0 -0.1 0.0
-0.1 0.0 -0.1
0.0 0.0 0.0
0.0 0.0 0.0
0.0 -0.1 -0.2
0.0 0.0 -0.1
-0.1 0.3 -0.1
-0.1 -0.1 0.1
0.0 0.0 0.0
0.0 0.0 0.1
0.0 0.0 0.0
0.0 0.0 0.0
0.1 0.1 0.1
0.1 0.1 0.0
0.0 0.0 0.0
0.0 0.0 0.0
0.0 0.0 0.0
0.0 0.0 0.0
-0.1 0.1 -0.5
0.0 -0.2 0.1
0.0 0.0 0.0
0.0 0.0 0.0
0.2 0.1 -0.1
0.0 -0.1 0.0
-0.1 0.1 0.0
0.1 0.0 -0.1
0.0 0.0 0.0
0.0 0.0 0.0
0.0 0.0 0.0
-0.7 0.0 0.4
0.0 0.1 0.2
0.0 0.0 0.0
0.1 -0.2 -0.2
0.0 0.0 0.0
0.0 0.0 0.0
0.0 0.0 -0.1
-0.1 -0.1 0.0
0.0 -0.1 0.0
0.0 0.0 0.0
0.0 0.1 0.0
0.0 0.0 0.0
0.0 0.0 0.0
0.0 0.0 0.1
0.0 0.0 0.0
-0.1 0.5 -0.5
0.2 0.3 -0.3
0.0 0.0 0.0
0.0 -0.1 0.2
0.0 0.0 0.0
0.0 0.0 0.1
-0.1 0.0 0.0
0.0 0.0 0.0
0.0 0.0 0.0
0.0 0.0 0.1
-0.2 -0.1 0.1
-0.1 0.0 0.1
0.0 -0.1 0.1
0.0 0.0 0.0
0.2 -0.1 0.1
0.0 0.1 0.0
0.0 0.0 -0.1
0.1 0.0 0.0
0.0 0.0 0.1
0.0 0.2 0.1
0.3 -0.5 0.4
-0.1 -0.1 0.0
0.0 0.1 -0.3
0.0 0.0 0.1
0.0 0.0 0.0
0.1 0.0 0.0
-0.1 0.1 0.0
0.0 0.0 0.1
0.0 0.0 0.0
0.0 -0.1 0.1
0.0 0.0 0.1

- relative energy (zero: lowest compared OMol25 entry of this formula, charge and spin) (kJ/mol) = 2.2
- net charge = -1


Record 2
The following is a quantum chemistry calculation of a 2-piece molecular cluster, C3H10NO3 overall, from the Open Molecules 2025 dataset.

Each line ends with the natural charge from an NBO analysis.
Element x y z (Å)
H -0.2231 0.9395 -0.5203  0.48
C -0.1590 1.0839 1.5479  -0.42
O 0.8734 -2.8765 -0.8833  -0.64
O 2.2169 -1.0979 -0.5636  -0.58
H -0.0291 2.1630 1.5154  0.24
C 1.1568 -1.6549 -0.4758  0.78
H -0.9373 -1.2262 -0.3481  0.26
H 0.4915 0.7224 2.3337  0.23
H 1.2967 0.5068 0.1392  0.46
O -1.4736 1.8205 -1.4011  -0.98
H -1.1455 0.7202 1.8036  0.23
N 0.2775 0.4726 0.2576  -0.52
H -0.1620 -1.4300 1.1499  0.26
H -1.6622 2.7634 -1.4926  0.51
H 1.6497 -3.2956 -1.3154  0.53
C -0.0193 -0.9742 0.1716  -0.35
H -2.1514 1.3632 -1.9186  0.50

Cartesian forces, eV/Å:
0.2 0.3 0.0
0.6 -0.2 0.3
0.2 -0.3 -0.2
0.2 0.1 -0.1
-0.4 -0.1 -0.2
0.3 -0.1 -0.2
-0.1 0.5 -0.3
0.3 -0.2 0.1
0.2 0.3 -0.2
-0.2 -0.1 -0.1
-0.3 0.4 -0.3
-0.6 -0.5 0.3
0.2 0.2 0.3
0.1 -0.1 0.0
-0.3 0.3 0.3
-0.3 -0.9 0.2
0.1 0.2 0.1

- relative energy (zero: lowest compared OMol25 entry of this formula, charge and spin) (kJ/mol) = 50.0
- net charge = +1


Record 3
The following is a quantum chemistry calculation of a 31-piece molecular cluster, C26H93N3O33 overall, from the Open Molecules 2025 dataset.

Each line ends with the Mulliken charge.
Element x y z (Å)
H 2.6464 1.0037 -3.3261  0.35
H -7.0676 2.4184 2.7784  0.26
H -2.5837 0.0754 -3.2608  0.22
O 4.9531 3.0045 1.3526  -0.57
O 0.8109 -3.5741 -0.4772  -0.60
H -5.4607 -3.7113 -2.2675  0.25
C -1.4887 -1.1862 -1.0262  -0.42
H -1.7794 4.7851 4.8136  0.26
H 3.3497 3.2322 3.4889  0.22
H -3.8173 5.3285 -0.4533  0.33
H 1.8354 -0.2759 -3.1344  0.29
C -0.0533 3.1093 2.5364  -0.56
H -4.5945 0.1387 -7.1046  0.37
C 2.2672 0.4108 0.5474  -0.51
H -4.8897 -4.7215 -0.1122  0.32
O -7.4884 0.1360 6.4644  -0.65
H 4.5661 -2.7764 5.1790  0.32
O -9.3658 -8.0352 -1.3116  -0.62
H 6.7679 0.2891 -2.2895  0.32
O -3.6841 3.0288 2.9244  -0.55
O -3.7720 -1.1817 3.5743  -0.66
C -2.8311 2.9613 -0.1795  -0.32
H 3.5074 -2.5589 -3.2205  0.37
C -2.2129 1.6446 4.4798  -0.60
N -3.8807 0.0047 -1.3953  -0.17
C -2.4386 0.1822 -0.8756  -0.36
H 8.2269 -3.3546 -4.1722  0.26
H -1.1365 1.1631 4.4848  0.27
H -2.7584 1.9448 -7.7465  0.23
H 5.0754 2.9724 2.3133  0.34
O -3.0685 1.4814 -6.9540  -0.58
H -6.4032 -2.2809 2.7179  0.33
H -4.0351 2.3758 -2.6308  -0.55
O -2.9467 -3.4163 5.1045  -0.62
H -7.7391 5.2095 -0.8441  0.28
O 2.2111 0.2941 -3.8221  -0.66
O 9.7243 -4.4787 -2.6814  -0.59
H 7.5718 -1.4251 -2.0284  0.10
H 4.3980 -4.1441 -4.5002  0.32
C 4.5624 -3.8164 -1.6197  -0.72
H 7.3161 -2.3356 2.3065  0.37
H -2.5115 -2.7068 5.6005  0.32
H 9.6718 1.9484 -1.2731  0.32
C 2.7114 -1.8114 -1.0319  0.74
O 8.0900 -3.1199 4.1298  -0.63
H 9.5800 -5.1164 -1.9663  0.31
H -3.2342 2.6059 -5.3403  0.25
H 9.6965 -0.3208 -0.1635  0.32
H 2.4724 1.8876 -1.2809  0.24
C -0.2931 1.7794 0.2667  0.01
N 5.8685 -0.8763 -0.6317  -0.05
H -3.3225 -3.9863 5.7922  0.30
H 5.4856 -2.3484 6.3205  0.31
O 8.8730 1.2090 4.5801  -0.65
C -3.4615 4.2097 -0.3738  -0.87
C 4.7257 0.1064 -0.7676  -0.37
H -5.8810 2.4656 -3.3289  0.23
H 5.5040 -3.3886 -5.2336  0.33
O -7.7612 -3.9487 -2.1107  -0.61
H -0.0236 1.9595 2.7796  0.10
C -1.1741 4.9806 3.8046  -0.32
H -5.9617 3.1739 2.0450  0.42
H -4.2378 -0.9206 -1.0127  0.41
H -7.0734 4.2750 0.1635  0.33
O 6.6636 -1.6215 2.3637  -0.70
O 5.4770 -2.8612 5.4984  -0.66
H -7.4637 0.2943 5.5088  0.34
H 8.6865 3.1093 -1.1576  0.31
H 7.9093 1.1093 4.5663  0.39
H 8.0864 -2.0342 -4.9262  0.28
H -6.3901 -1.4343 5.7679  0.34
O -5.0298 -0.5708 -7.6006  -0.68
H 4.9261 0.9768 0.0241  -0.12
O -6.9233 3.0561 2.0633  -0.67
C 6.5449 -0.8509 -2.0175  -0.62
H 4.2985 6.5098 -0.0298  0.29
H -2.6179 0.6244 -6.9925  0.32
H 4.2090 -4.9325 -1.7902  0.33
O -10.0458 -5.0328 -0.2888  -0.60
O -2.9459 -2.3690 -5.1128  -0.57
H -5.0459 3.3618 -5.5451  0.26
O 3.2391 3.9905 4.0819  -0.66
H -5.5486 -1.5736 4.5013  0.40
O 9.4066 -0.4934 -1.0719  -0.58
H 6.5868 -0.3839 -0.0194  0.36
C -4.1646 3.1056 -4.7922  -0.95
H 4.0635 2.6449 1.2176  0.12
C 0.0704 -1.0192 -0.5215  0.25
H -1.3300 7.2778 3.2367  0.29
O -4.4970 -3.6116 -2.2536  -0.49
H -2.9788 6.4629 3.6665  0.24
O 7.7763 -2.4976 -4.1338  -0.55
H -2.5805 2.0091 5.5294  0.28
O 2.7348 1.0537 1.6231  -0.68
O 2.8482 2.4575 -1.9686  -0.66
H -9.9227 -5.9583 -0.0297  0.32
H -2.1858 6.1103 1.9618  0.12
H -3.6930 -1.4426 -3.1212  -0.09
H -3.1195 -1.8957 3.5171  0.29
O -6.9162 4.7248 -0.6802  -0.58
C 0.6524 0.4150 0.1123  0.85
N -1.3548 3.7994 2.8776  0.95
O -4.8786 -5.6802 -0.2526  -0.62
H 9.9628 -1.2332 -1.3587  0.26
H -3.7790 4.1148 -4.3398  0.31
H -9.0557 -7.5718 -2.1041  0.33
H 7.3545 2.9220 3.9037  0.34
O -6.4286 -1.7662 4.8583  -0.70
H 7.2278 -2.8846 4.5044  0.38
H 5.6232 -3.5670 -1.1861  0.14
C -1.8574 1.6085 -0.2639  0.61
H -1.8809 -2.1922 -1.4897  0.33
C 1.1524 -2.2875 -0.6577  0.01
H -2.9554 0.7686 4.1542  0.12
H 3.1747 4.7491 3.4824  0.35
C 3.6089 -2.7368 -2.0447  -0.60
C -2.4150 2.8477 3.3849  -0.14
O 3.9884 6.0464 0.7626  -0.61
C -4.7285 0.5676 -3.8546  -0.12
H -3.0903 -3.0068 -4.3977  0.25
H -0.2180 4.1609 0.4052  0.33
H 3.2835 3.1671 -1.4726  0.30
H 8.2131 -4.0454 4.3890  0.29
H -10.9079 -4.7974 0.0858  0.28
C 3.2390 -0.5105 -0.4545  0.54
H -4.1710 -4.4299 -2.6576  0.29
H -4.1244 -1.1138 2.6742  0.27
H 5.7979 -1.2178 -2.8730  0.21
H -8.9152 -8.8922 -1.3501  0.31
H 0.9002 3.5781 3.0603  0.00
H -7.4151 -2.6084 1.6222  0.27
H -4.2911 0.4622 -4.9604  -0.41
H 9.1990 0.3907 4.1761  0.32
H 6.3112 -1.5536 1.4636  0.29
H -0.0641 5.2796 4.0227  0.30
H 4.4390 5.1894 0.7241  0.34
H -8.5842 -3.4640 -2.2746  0.29
H -7.3765 1.0176 6.8509  0.31
H -3.9359 -5.8990 -0.3008  0.30
C 0.2731 3.2133 0.8992  0.02
O 9.5486 2.8739 -1.5322  -0.64
C -3.6657 -0.2716 -2.8946  0.12
O 6.4745 2.7294 4.2607  -0.68
O -6.5255 -2.2488 1.7572  -0.55
C -1.9600 6.2763 3.0988  -0.76
H 1.4453 3.1762 0.8017  -0.08
O 4.5424 -3.5063 -5.2154  -0.65
H 6.5130 3.0613 5.1703  0.30
H -7.9184 -4.3985 -1.2670  0.31
H -5.8077 0.1115 -3.8721  0.40
C -4.7429 2.1915 -3.5448  0.50
H 10.6859 -4.3609 -2.6996  0.30
H -1.9843 -2.2513 -5.1310  0.30
H 4.6619 0.6444 -1.8141  0.38
H -5.4056 -1.1408 -6.9130  0.32

Cartesian forces, eV/Å:
-0.1 0.0 -0.2
0.0 0.3 -0.4
-2.3 -0.6 1.1
-0.3 0.3 0.0
2.0 8.2 -1.3
-0.1 0.1 -0.1
2.9 4.2 2.3
1.7 0.4 -1.9
-0.1 0.1 0.3
0.6 -3.1 0.3
0.1 0.2 -0.2
1.4 -0.3 -0.9
-0.2 0.0 -0.2
0.3 0.8 2.8
0.0 -0.2 -0.1
0.1 0.7 0.0
0.4 0.0 -0.1
0.3 -0.1 -0.3
-0.2 -2.3 0.4
7.7 -0.9 3.0
-0.1 -0.1 -0.5
-2.5 7.0 -2.1
-1.3 -1.1 2.6
-0.5 -0.7 -1.0
3.2 -0.8 0.0
2.2 -0.7 1.0
0.0 0.2 0.2
-2.1 1.4 0.2
-0.2 -0.1 0.2
0.3 0.0 0.0
0.5 -0.5 -0.7
-0.2 0.0 -0.1
-1.8 -0.2 -1.5
0.2 0.0 0.5
0.3 -0.2 0.0
0.0 -0.2 0.3
0.3 -0.2 0.3
-2.6 1.1 0.0
0.1 0.2 -0.2
-1.5 1.7 -0.7
-0.1 0.1 0.4
-0.1 -0.2 -0.1
-0.1 0.1 -0.2
2.3 4.0 1.1
0.2 -0.5 0.1
0.0 0.2 -0.3
-2.4 1.2 1.4
-0.1 -0.1 -0.2
-0.1 0.2 -0.3
-1.2 -3.2 -1.8
0.7 1.9 -1.6
0.1 0.1 -0.3
0.1 -0.2 -0.3
-0.1 -0.3 -0.2
5.1 -8.3 1.3
-1.1 1.2 1.4
2.7 -0.3 -0.1
-0.2 0.1 0.1
0.0 0.0 0.2
-0.3 2.3 -0.3
-2.0 1.7 0.2
0.0 -0.1 0.1
0.7 1.6 -0.3
0.0 -0.1 -0.1
0.1 0.0 -0.6
-0.3 0.2 0.4
-0.1 -0.2 0.2
0.3 0.0 -0.2
0.1 0.0 0.0
-0.1 -0.1 0.3
-0.2 -0.1 -0.2
-0.1 -0.2 0.4
-0.8 -1.9 -1.7
0.2 -0.1 0.2
0.4 0.6 -1.0
-0.2 -0.1 0.3
0.0 0.2 0.0
1.6 2.3 -1.1
-0.3 -0.1 0.3
0.4 -0.3 0.1
2.0 -0.7 1.4
-0.1 0.0 -0.4
0.2 0.0 0.1
0.5 0.0 0.5
-1.2 -0.8 -1.0
0.0 0.2 0.5
0.2 -0.2 0.1
-1.9 1.7 -0.1
-1.3 -2.2 -0.4
0.2 -0.1 -0.3
2.0 -0.5 -1.3
0.2 -0.3 -0.7
1.0 -0.5 -2.0
-2.5 -3.1 -6.2
0.1 0.1 0.5
0.0 0.1 -0.2
0.6 0.1 2.3
-0.2 2.8 0.6
-0.3 0.0 0.2
-0.4 0.2 0.2
-1.9 0.1 -0.7
0.7 -2.2 1.8
0.3 0.0 0.1
-0.2 0.2 0.0
-0.9 -1.7 -0.8
-0.1 -0.1 0.3
-0.1 0.0 0.0
0.3 0.0 -0.1
-0.2 0.0 0.0
-2.8 -0.6 0.7
0.5 -0.9 -0.2
0.8 2.3 1.1
-1.0 -4.0 0.7
1.6 2.1 0.6
0.1 -0.1 0.1
0.7 -1.3 0.9
-5.8 0.9 -2.0
0.2 -0.1 -0.4
0.9 0.1 -0.9
-0.1 0.2 -0.2
0.9 -2.1 0.9
-0.1 -0.1 -0.3
0.0 0.4 -0.1
0.3 0.0 -0.2
-1.8 -2.6 -0.8
-0.2 0.2 0.3
0.1 0.1 0.1
1.7 0.5 2.2
-0.2 0.3 0.1
-2.2 -0.8 -0.8
0.3 0.2 0.0
-1.0 0.0 2.4
-0.1 0.2 0.2
-0.2 -0.1 0.2
-2.1 -1.0 -0.5
0.0 0.0 0.2
0.3 -0.2 0.1
-0.1 -0.3 0.0
-0.4 0.1 0.1
-0.3 -1.9 0.4
-0.3 -0.2 0.3
-0.1 0.0 -2.1
0.2 0.1 0.1
-0.1 -0.2 0.1
0.0 0.7 0.8
-2.4 0.2 0.0
0.2 -0.2 0.2
-0.2 0.0 -0.3
-0.1 0.1 -0.2
2.1 0.8 0.3
0.0 -0.5 -0.3
-0.3 0.0 -0.1
-0.3 0.0 0.0
0.2 -1.3 1.9
0.2 0.1 -0.3


no.,HOMO (eV),HOMO-LUMO gap (eV),E_tot (a.u.)
1,-4.04,6.54,-2286.3495
2,-15.43,12.37,-400.5656
3,-7.96,6.07,-3692.6373